[1]
Here is a molecular structure, C24H16BrN13O3V from OMol25. Energies are from ωB97M-V/def2-TZVPD.

Output
Spin multiplicity ... 3
Kohn-Sham gap (spin up / spin down) ... 6.327 / 6.304 eV
⟨S²⟩ ... 2.01
Charge ... -1

Each line ends with the Löwdin charge.
Cartesian coordinates (Å):
V -0.001 -0.400 0.506  0.981
Br 4.554 5.295 1.270  0.680
C 3.112 4.062 1.356  -0.701
C 2.601 3.697 2.614  -0.121
C 1.554 2.823 2.708  0.003
C 0.985 2.213 1.552  -0.360
O 0.012 1.390 1.669  -0.124
C 1.516 2.625 0.288  -0.152
C 0.770 2.267 -0.867  -0.039
N -0.053 1.273 -0.870  0.015
C -1.101 1.178 -1.796  -0.187
C -1.177 1.748 -3.042  -0.007
C -2.345 1.618 -3.816  -0.077
C -3.438 0.941 -3.351  -0.044
C -3.393 0.331 -2.076  -0.149
C -4.471 -0.385 -1.506  -0.007
C -4.331 -0.952 -0.272  -0.032
C -3.097 -0.844 0.399  -0.077
N -2.085 -0.184 -0.109  0.063
C -2.213 0.432 -1.316  -0.139
C 2.567 3.557 0.213  -0.091
H 3.047 4.114 3.508  0.097
H 1.156 2.527 3.670  0.119
H 0.806 2.944 -1.723  0.134
H -0.338 2.300 -3.444  0.108
H -2.368 2.074 -4.798  0.102
H -4.340 0.855 -3.945  0.107
H -5.396 -0.474 -2.063  0.115
H -5.137 -1.502 0.195  0.105
H -2.921 -1.315 1.362  0.100
H 2.944 3.853 -0.758  0.109
O -0.312 -2.498 0.448  -0.179
N -0.091 -3.147 -0.617  0.027
N 0.245 -2.396 -1.585  -0.187
O 0.315 -1.094 -1.440  -0.184
C 0.564 -2.959 -2.849  -0.159
C 1.122 -2.127 -3.807  0.000
C 1.438 -2.655 -5.050  -0.081
C 1.200 -3.991 -5.330  -0.103
C 0.643 -4.810 -4.357  -0.091
C 0.319 -4.304 -3.110  -0.019
H 1.311 -1.095 -3.554  0.116
H 1.881 -2.014 -5.801  0.101
H 1.452 -4.396 -6.302  0.096
H 0.457 -5.855 -4.570  0.099
H -0.114 -4.929 -2.344  0.106
N 2.246 -0.657 3.168  0.153
C 2.788 -0.464 1.919  -0.470
N 4.080 -0.287 1.704  0.023
N 4.176 -0.125 0.370  -0.100
N 3.019 -0.206 -0.184  -0.064
N 2.096 -0.425 0.780  -0.054
C 0.934 -0.977 3.418  -0.462
N 0.449 -1.257 4.616  0.019
N -0.858 -1.504 4.402  -0.102
N -1.144 -1.360 3.156  -0.059
N -0.020 -1.030 2.494  -0.094
H 2.882 -0.661 3.945  0.136

***

[2]
Here is 2 unconnected molecules or ions with the total composition C4H12NO3P from OMol25. Energies are from ωB97M-V/def2-TZVPD.

Output
Spin multiplicity ... 3
Kohn-Sham gap (spin up / spin down) ... 4.268 / 4.198 eV
⟨S²⟩ ... 2.01
Relative energy (zero: lowest compared OMol25 entry of this formula, charge and spin) ... 31.7 kcal/mol
Charge ... 0

Each line ends with the natural charge from an NBO analysis.
Cartesian coordinates (Å):
C -2.876 0.781 -0.562  -0.682
C -1.393 -0.882 0.449  -0.668
C 3.744 -1.129 0.227  -0.256
C -1.729 0.611 0.338  0.130
N -1.151 1.495 1.055  -0.704
O 1.747 1.215 -1.997  -0.994
O 1.759 1.199 0.505  -0.970
O 3.198 -0.332 -0.786  -0.761
P 1.611 0.172 -0.725  1.706
H -3.508 1.570 -0.401  0.214
H -3.599 -0.080 -0.642  0.210
H -2.510 1.055 -1.551  0.234
H -2.399 -1.334 0.706  0.200
H -1.007 -1.409 -0.425  0.210
H -0.666 -1.118 1.376  0.206
H 3.354 -0.750 1.154  0.185
H 4.740 -0.950 0.134  0.195
H 3.542 -2.154 0.100  0.186
H 2.441 1.812 -1.915  0.495
H -1.375 2.509 0.745  0.345
H 0.974 1.247 0.953  0.519

***

[3]
Here is a single C7H11N5 molecule from OMol25. Energies are from ωB97M-V/def2-TZVPD.

Output
Kohn-Sham gap (spin up / spin down) ... 6.681 / 6.685 eV
Relative energy (zero: lowest compared OMol25 entry of this formula, charge and spin) ... 135.2 kcal/mol
Charge ... 0

Each line ends with the natural charge from an NBO analysis.
Cartesian coordinates (Å):
C -3.456 -0.350 0.359  -0.333
C -2.805 -1.534 0.385  -0.062
C -2.694 0.565 -0.368  0.101
C -1.528 -0.161 -0.688  -0.163
C -0.510 -2.292 -0.377  0.227
C 3.433 -0.116 -0.987  -0.136
C 2.307 -0.430 1.106  -0.457
N 0.707 -1.973 -0.550  -0.323
N -1.614 -1.437 -0.259  -0.372
N 1.122 -0.754 -0.968  -0.310
N -2.832 1.763 -0.868  -0.779
N 2.345 -0.454 -0.386  -0.076
H -4.252 -0.196 1.056  0.217
H -3.275 -2.442 0.700  0.208
H -0.667 -3.407 -0.083  0.190
H -0.568 0.206 -1.141  0.242
H 4.138 0.540 -0.727  0.193
H 3.165 -0.242 -2.088  0.208
H 1.375 0.215 1.522  0.231
H 2.222 -1.507 1.549  0.251
H 3.174 0.163 1.424  0.208
H -1.941 2.099 -1.156  0.369
H -3.276 2.477 -0.325  0.365

***

[4]
Here is a gas-phase ion, C3H6NO2 (charge -1) from OMol25. Energies are from ωB97M-V/def2-TZVPD.

Output
Structure (SMILES) ... O=CNCC[O-]
Kohn-Sham gap ... 6.123 eV
Relative energy (zero: lowest compared OMol25 entry of this formula, charge and spin) ... 62.3 kcal/mol
Charge ... -1

Each line ends with the natural charge from an NBO analysis.
Cartesian coordinates (Å):
O 1.616 1.225 -2.257  -0.674
C 0.689 0.952 -1.463  0.523
N 0.883 0.275 -0.277  -0.601
C -0.006 0.169 0.852  -0.278
C -1.030 -0.989 0.598  -0.031
O -2.085 -1.351 1.365  -0.947
H -0.304 1.359 -1.502  0.113
H 1.925 0.251 -0.124  0.383
H -0.390 1.137 1.148  0.168
H 0.555 -0.195 1.685  0.191
H -0.492 -1.965 0.407  0.083
H -1.361 -0.867 -0.431  0.069

***

[5]
Here is a molecular structure, C19H17BeN4O from OMol25. Energies are from ωB97M-V/def2-TZVPD.

Output
Kohn-Sham gap ... 7.409 eV
Relative energy (zero: lowest compared OMol25 entry of this formula, charge and spin) ... 6.4 kcal/mol
Charge ... +1

Each line ends with the natural charge from an NBO analysis.
Cartesian coordinates (Å):
Be 0.150 0.497 0.146  1.676
C 0.772 2.112 3.721  -0.683
C 0.286 1.742 2.366  0.273
N 0.552 0.646 1.773  -0.490
N 1.493 -0.271 2.157  -0.422
C 1.887 -0.818 1.009  0.602
O 1.355 -0.475 -0.135  -0.905
C 3.002 -1.773 1.020  -0.089
C 3.371 -2.421 2.198  -0.178
C 4.480 -3.248 2.205  -0.212
C 5.231 -3.417 1.046  -0.175
C 4.856 -2.783 -0.129  -0.201
C 3.736 -1.966 -0.146  -0.186
C -0.346 2.682 1.394  0.180
C -0.933 3.891 1.712  -0.218
C -1.344 4.732 0.687  -0.114
C -1.150 4.348 -0.628  -0.240
C -0.586 3.109 -0.877  0.079
N -0.197 2.290 0.100  -0.607
H 0.587 1.298 4.420  0.260
H 0.313 3.025 4.090  0.229
H 1.855 2.258 3.684  0.265
H 2.786 -2.273 3.095  0.232
H 4.764 -3.762 3.114  0.224
H 6.116 -4.039 1.066  0.224
H 5.434 -2.924 -1.032  0.223
H 3.426 -1.467 -1.055  0.231
H -1.064 4.170 2.748  0.242
H -1.800 5.686 0.919  0.243
H -1.428 4.991 -1.451  0.248
H -0.413 2.767 -1.890  0.217
C -4.182 -0.701 -0.146  -0.119
C -3.399 -1.099 0.924  -0.228
C -2.048 -0.817 0.903  0.064
N -1.466 -0.168 -0.116  -0.633
C -2.223 0.176 -1.170  0.060
C -3.578 -0.066 -1.222  -0.239
H -5.248 -0.890 -0.149  0.241
H -3.825 -1.621 1.770  0.245
H -1.397 -1.119 1.714  0.227
H -1.710 0.647 -2.000  0.210
H -4.146 0.237 -2.090  0.245

***

[6]
Here is a molecular structure, C6H7N from OMol25. Energies are from ωB97M-V/def2-TZVPD.

Output
Kohn-Sham gap ... 7.297 eV
Relative energy (zero: lowest compared OMol25 entry of this formula, charge and spin) ... 123.4 kcal/mol
Charge ... 0

Each line ends with the natural charge from an NBO analysis.
Cartesian coordinates (Å):
C -0.073 -0.478 1.629  0.291
C -0.471 -0.390 0.304  -0.217
C 1.087 0.007 2.114  -0.196
C 0.620 0.287 -0.154  0.109
C 0.886 0.871 -1.423  -0.631
C -1.749 -0.998 -0.212  -0.630
N 1.403 0.634 0.968  -0.305
H 1.425 0.295 3.085  0.233
H 0.023 1.309 -1.896  0.221
H 1.335 0.198 -2.008  0.217
H 1.674 1.687 -1.328  0.229
H -2.627 -0.418 0.245  0.229
H -1.748 -2.128 0.003  0.226
H -1.786 -0.876 -1.326  0.224

***

[7]
Here is a molecular structure, C25H24BiCl5NO4SSb2 from OMol25. Energies are from ωB97M-V/def2-TZVPD.

Output
Kohn-Sham gap ... 7.451 eV
Relative energy (zero: lowest compared OMol25 entry of this formula, charge and spin) ... 1.0 kcal/mol
Charge ... +1

Each line ends with the natural charge from an NBO analysis.
Cartesian coordinates (Å):
Bi -0.674 -0.776 0.328  1.510
Cl 6.439 -0.401 1.037  0.088
C 4.759 -0.083 0.943  -0.096
C 3.867 -0.811 1.731  -0.064
Cl 4.429 -2.032 2.790  0.096
C 2.511 -0.533 1.650  -0.124
Cl 1.352 -1.423 2.593  0.073
C 2.011 0.445 0.795  0.339
O 0.705 0.715 0.714  -0.888
C 2.911 1.155 0.001  -0.118
Cl 2.275 2.344 -1.071  0.048
C 4.276 0.902 0.077  -0.063
Cl 5.365 1.791 -0.903  0.087
C -0.981 1.654 -3.550  -0.944
Sb -1.621 1.277 -1.583  1.226
C -1.354 3.140 -0.627  -0.974
C -3.744 1.010 -1.800  -0.746
C -4.559 2.007 -1.033  -0.063
C -4.951 3.175 -1.686  -0.201
C -5.702 4.146 -1.049  -0.202
C -6.087 3.948 0.270  -0.195
C -5.709 2.790 0.925  -0.199
C -4.936 1.809 0.302  -0.050
C -4.538 0.597 1.096  -0.750
Sb -2.819 0.969 2.358  1.005
C -3.127 -0.731 3.607  -0.985
C -3.600 2.472 3.637  -0.962
H -1.518 2.545 -3.876  0.239
H -1.206 0.810 -4.195  0.253
H 0.091 1.823 -3.544  0.272
H -2.325 3.633 -0.570  0.255
H -0.661 3.729 -1.225  0.254
H -0.937 2.989 0.364  0.260
H -3.980 -0.022 -1.546  0.239
H -3.926 1.122 -2.870  0.252
H -4.673 3.318 -2.725  0.211
H -5.999 5.040 -1.580  0.228
H -6.692 4.685 0.781  0.228
H -6.034 2.627 1.946  0.214
H -4.324 -0.268 0.468  0.222
H -5.348 0.302 1.766  0.248
H -4.146 -0.721 3.991  0.240
H -2.429 -0.714 4.443  0.244
H -2.975 -1.653 3.046  0.231
H -4.578 2.152 3.993  0.236
H -3.684 3.418 3.108  0.246
H -2.929 2.594 4.484  0.248
O 0.933 -0.343 -2.744  -0.606
C 1.088 -1.449 -2.276  0.675
N 0.899 -1.738 -0.932  -1.059
S 1.043 -3.360 -0.591  2.296
O -0.274 -3.770 -0.159  -0.940
O 2.153 -3.629 0.263  -0.891
C 1.431 -3.812 -2.243  -0.239
C 1.742 -5.066 -2.729  -0.197
C 2.094 -5.146 -4.070  -0.166
C 2.144 -4.009 -4.874  -0.182
C 1.841 -2.756 -4.361  -0.147
C 1.480 -2.674 -3.026  -0.168
H 1.719 -5.943 -2.098  0.247
H 2.344 -6.107 -4.499  0.235
H 2.429 -4.108 -5.912  0.234
H 1.882 -1.864 -4.972  0.242

***

[8]
Here is 9 unconnected molecules or ions with the total composition C9H36O9 from OMol25. Energies are from ωB97M-V/def2-TZVPD.

Output
Structure (SMILES) ... CO.CO.CO.CO.CO.CO.CO.CO.CO
Kohn-Sham gap ... 10.251 eV
Relative energy (zero: lowest compared OMol25 entry of this formula, charge and spin) ... 138.7 kcal/mol
Charge ... 0

Each line ends with the natural charge from an NBO analysis.
Cartesian coordinates (Å):
C 15.600 3.027 12.448  -0.251
O 15.844 2.065 11.460  -0.731
H 15.281 4.019 12.128  0.159
H 14.745 2.735 13.059  0.160
H 16.461 3.270 13.071  0.182
H 15.072 2.005 10.893  0.481
C 21.494 -0.257 12.209  -0.254
O 22.318 -0.104 13.394  -0.733
H 22.013 -1.028 11.639  0.185
H 20.474 -0.578 12.424  0.173
H 21.556 0.613 11.556  0.163
H 22.016 0.604 13.967  0.464
C 18.808 -5.414 8.860  -0.241
O 18.430 -4.999 10.139  -0.727
H 19.003 -6.485 8.807  0.178
H 17.982 -5.194 8.184  0.155
H 19.662 -4.891 8.430  0.157
H 18.132 -4.087 10.101  0.478
C 15.573 -2.242 11.390  -0.257
O 16.666 -1.753 10.608  -0.730
H 15.569 -3.330 11.451  0.182
H 15.711 -1.878 12.408  0.165
H 14.575 -1.907 11.108  0.163
H 16.612 -0.802 10.725  0.476
C 13.184 1.186 7.774  -0.252
O 12.747 1.266 9.150  -0.741
H 13.601 0.200 7.571  0.167
H 12.348 1.321 7.088  0.167
H 13.954 1.923 7.546  0.184
H 12.130 0.544 9.292  0.476
C 10.069 -3.026 10.219  -0.249
O 9.913 -1.743 9.635  -0.726
H 9.712 -3.812 9.552  0.163
H 11.126 -3.189 10.429  0.181
H 9.544 -3.138 11.167  0.165
H 8.980 -1.521 9.681  0.467
C 14.528 -7.557 12.918  -0.252
O 14.604 -7.277 14.316  -0.726
H 15.378 -7.083 12.427  0.187
H 14.624 -8.626 12.728  0.164
H 13.568 -7.220 12.528  0.163
H 14.161 -8.018 14.735  0.465
C 17.916 -4.193 15.757  -0.243
O 16.764 -4.681 16.391  -0.724
H 17.672 -3.878 14.743  0.160
H 18.418 -3.397 16.307  0.178
H 18.661 -4.979 15.633  0.156
H 16.244 -5.141 15.728  0.474
C 18.290 4.051 8.464  -0.247
O 19.112 3.760 7.373  -0.718
H 18.626 5.020 8.831  0.158
H 17.273 4.205 8.102  0.179
H 18.398 3.236 9.180  0.169
H 19.979 3.610 7.758  0.458